1.
ORCA calculation (ωB97M-V with the def2-TZVPD basis set) on 2 unconnected molecules or ions with the total composition C6H12F2NOP at a distorted geometry.

Structure (XYZ):
```
23
Properties=species:S:1:pos:R:3
C -1.088 -0.074 -0.901
C -0.150 -1.214 -1.239
C -0.547 -1.469 0.997
C -1.093 -0.122 0.639
C -1.054 2.243 1.013
C 2.623 0.735 -0.477
N -0.921 0.973 1.307
O 0.416 -1.700 -0.039
F 3.856 0.265 -0.783
F 2.601 2.066 -0.616
P 2.103 0.083 1.307
H -0.632 0.810 -1.187
H -2.064 -0.184 -1.339
H -0.928 -1.974 -1.693
H 0.709 -0.991 -1.943
H -0.003 -1.496 1.945
H -1.324 -2.112 0.897
H 1.833 0.225 -1.236
H -1.332 2.563 -0.037
H -1.033 3.021 1.785
H -0.745 0.735 2.271
H 3.353 0.516 1.718
H 2.500 -1.338 1.004
```

As for the HOMO energy: -6.9 eV. As for the electronic energy: -906.7244 Ha. The calculation puts the LUMO energy at 0.81 eV.


2.
ORCA calculation (ωB97M-V with the def2-TZVPD basis set) on a molecular structure, C15H20CoN6O5Se.

Structure (XYZ):
```
48
Properties=species:S:1:pos:R:3
Co 0.515 -1.292 0.665
O -1.982 1.936 0.517
C -1.473 0.879 0.840
O -0.344 0.457 0.324
C -2.204 -0.108 1.748
C -2.508 -1.386 0.937
C -3.617 -2.199 1.593
C -2.889 -2.779 2.830
C -1.483 -2.216 2.658
O -1.326 -2.202 1.200
C -1.442 -0.715 2.981
C -0.019 -0.195 3.167
O 0.256 0.773 3.825
O 0.905 -0.934 2.529
H -3.117 0.388 2.066
H -2.607 -1.235 -0.136
H -4.472 -1.575 1.845
H -3.956 -2.990 0.928
H -3.329 -2.464 3.775
H -2.873 -3.866 2.809
H -0.681 -2.799 3.098
H -1.987 -0.474 3.891
C 1.996 2.756 0.949
N 2.535 2.060 -0.224
C 2.658 2.579 -1.491
C 3.156 1.598 -2.279
N 3.318 0.484 -1.487
C 3.808 -0.820 -1.930
C 2.946 0.787 -0.235
Se 2.938 -0.364 1.260
H 1.652 3.734 0.627
H 2.778 2.863 1.698
H 1.158 2.188 1.348
H 2.381 3.594 -1.718
H 3.410 1.592 -3.324
H 3.847 -0.813 -3.015
H 3.114 -1.588 -1.595
H 4.804 -0.999 -1.531
N -0.947 1.317 -2.307
C -0.608 0.639 -3.395
N -0.967 1.090 -4.602
N 0.108 -0.493 -3.389
C 0.368 -1.087 -2.278
N 0.668 -1.701 -1.330
H -1.556 2.118 -2.351
H -0.687 1.001 -1.364
H -1.507 1.927 -4.722
H -0.737 0.531 -5.404
```

As for the HOMO energy (alpha / beta): -11.9 / -12.2 eV. As for the total charge: +1. As for the electronic energy: -5072.3981 Ha. As for the multiplicity: 5. The calculation puts the LUMO energy (alpha / beta) at -2.09 / -5.59 eV.


3.
ORCA calculation (ωB97M-V with the def2-TZVPD basis set) on 2 unconnected molecules or ions with the total composition C10H13NSSi at a distorted geometry.

Structure (XYZ):
```
26
Properties=species:S:1:pos:R:3
C 1.362 -1.403 4.397
C 1.797 -1.955 -2.420
C 2.172 -0.624 -2.307
C 0.651 -2.363 -1.768
C 1.418 0.285 -1.563
C -0.242 -1.448 -1.236
C 0.146 -0.074 -1.113
C -2.745 0.364 0.078
C -0.876 3.027 -0.434
C -0.002 0.294 2.754
N 2.277 -1.279 5.082
Si -0.988 1.115 -0.153
S 0.120 -1.391 3.278
H 2.389 -2.782 -2.673
H 3.040 -0.203 -2.842
H 0.444 -3.425 -1.742
H 1.673 1.291 -1.625
H -1.116 -1.752 -0.618
H -2.968 -0.416 -0.682
H -2.773 0.025 1.017
H -3.502 1.134 -0.149
H -1.419 3.662 0.339
H 0.219 3.352 -0.212
H -1.204 3.187 -1.430
H -0.856 0.638 3.262
H 0.981 0.740 2.761
```

As for the HOMO energy (alpha / beta): -7.4 / -7.4 eV. As for the electronic energy: -1131.1314 Ha. The calculation puts the energy above the lowest of the compared OMol25 structures with the same formula, charge and spin at 274.7 kJ/mol. The calculation puts the LUMO energy (alpha / beta) at -0.90 / -0.90 eV.


4.
ORCA calculation (ωB97M-V with the def2-TZVPD basis set) on a molecular structure, C2H14O6 at a distorted geometry.

Structure (XYZ):
```
22
Properties=species:S:1:pos:R:3
O 1.658 1.201 0.768
H 1.907 1.251 1.691
H 2.199 1.864 0.338
O -0.614 0.002 1.108
H -0.962 0.886 0.984
H 0.335 0.121 1.145
O -1.570 1.981 1.302
H -2.053 2.434 1.993
H -1.749 2.490 0.511
O -0.614 -1.954 2.045
H -0.816 -1.121 1.620
H -0.645 -2.598 1.337
C -0.046 -1.432 -1.971
C 0.797 -0.189 -1.811
O 1.162 -0.242 -0.378
O -1.209 -1.371 -1.128
H 0.467 -2.376 -1.787
H -0.569 -1.363 -2.925
H 0.103 0.645 -1.916
H 1.624 0.059 -2.475
H 1.457 0.628 -0.096
H -0.864 -0.917 -0.355
```

As for the HOMO energy: -9.0 eV. As for the electronic energy: -535.7910 Ha. The calculation puts the energy above the lowest of the compared OMol25 structures with the same formula, charge and spin at 616.1 kJ/mol. The calculation puts the LUMO energy at -0.36 eV.


Which of these has the lowest electronic energy? C15H20CoN6O5Se